The following is a DFT calculation (ωB97M-V with the def2-TZVPD basis set) of C4H5NO in the gas phase at a distorted geometry.

```
11
C4H5NO, DFT ωB97M-V with the def2-TZVPD basis set
C 0.795 -0.909 -1.143
C 0.041 0.140 -0.965
N -1.086 0.025 -0.185
C -0.824 0.703 0.981
C 0.328 0.513 1.569
O 1.205 0.598 2.316
H 1.687 -0.751 -1.690
H 0.414 -1.897 -0.970
H 0.382 1.117 -1.245
H -1.418 -0.924 -0.060
H -1.525 1.383 1.392
```

The SMILES is C=CNC=C=O. Its energy relative to the best compared isomer or geometry (same formula, charge and spin) is 2.7088 eV. Its LUMO energy is 0.5 eV.

***

The following is a DFT calculation (ωB97M-V with the def2-TZVPD basis set) of a molecular structure, C24H24N6O2STl at a distorted geometry.

```
58
C24H24N6O2STl, DFT ωB97M-V with the def2-TZVPD basis set
Tl -0.116 0.494 -0.612
O 2.824 0.580 2.358
C 2.108 1.012 1.490
N 2.020 0.557 0.199
C 3.064 -0.023 -0.432
O 4.174 -0.218 0.007
C 2.762 -0.365 -1.876
C 3.778 -0.971 -2.611
C 3.549 -1.302 -3.935
C 2.307 -1.006 -4.481
C 1.356 -0.398 -3.678
N 1.569 -0.093 -2.403
C 1.202 2.193 1.737
C 1.390 2.931 2.899
C 0.624 4.065 3.099
C -0.313 4.411 2.137
C -0.455 3.604 1.022
N 0.293 2.527 0.817
H 4.719 -1.165 -2.118
H 4.313 -1.780 -4.529
H 2.069 -1.242 -5.506
H 0.382 -0.146 -4.071
H 2.136 2.597 3.603
H 0.762 4.675 3.977
H -0.925 5.291 2.245
H -1.194 3.835 0.268
N -1.197 1.890 -2.467
C -2.107 1.162 -3.356
C -2.654 -0.104 -2.685
N -1.577 -0.944 -2.158
H -1.721 2.503 -1.847
H -0.550 2.462 -2.999
H -1.572 0.898 -4.271
H -2.967 1.779 -3.637
H -3.282 -0.636 -3.407
H -3.283 0.185 -1.842
H -1.086 -1.432 -2.900
H -1.965 -1.639 -1.527
C 1.400 -2.645 0.013
C 0.414 -2.400 1.100
C 0.393 -3.281 2.199
C -0.519 -3.092 3.193
C -1.454 -2.040 3.093
C -2.446 -1.838 4.068
C -3.350 -0.817 3.931
C -3.279 0.028 2.823
C -2.327 -0.148 1.839
S -2.410 0.925 0.465
C -1.373 -1.193 1.950
N -0.428 -1.392 0.997
H 1.372 -3.692 -0.284
H 2.407 -2.432 0.366
H 1.177 -2.018 -0.846
H 1.109 -4.087 2.230
H -0.551 -3.742 4.053
H -2.474 -2.507 4.915
H -4.117 -0.655 4.672
H -3.982 0.840 2.716
```

Its charge is +1. Its LUMO energy is -3.2 eV.

***

The following is a DFT calculation (ωB97M-V with the def2-TZVPD basis set) of a molecular structure, C5H8N2O at a distorted geometry.

```
16
C5H8N2O, DFT ωB97M-V with the def2-TZVPD basis set
C 1.312 1.001 0.546
C -0.274 -1.103 -1.202
C -1.052 -1.046 0.133
C -1.684 0.346 0.638
C -0.121 0.603 0.608
H 1.841 0.822 1.486
H 1.594 2.085 0.368
H 2.555 0.387 -1.082
H -0.508 -1.793 -1.978
H -1.643 -1.949 0.343
H -2.093 0.296 1.656
H -2.378 0.927 0.002
H -0.192 0.786 -0.631
N 1.740 0.136 -0.586
N 0.880 -0.685 -1.392
O 0.022 -0.814 1.091
```

Its energy relative to the best compared isomer or geometry (same formula, charge and spin) is 7.2500 eV. Its LUMO energy is 1.0 eV.

***

The following is a DFT calculation (ωB97M-V with the def2-TZVPD basis set) of 8 unconnected molecules or ions with the total composition C26H49N3O16 at a distorted geometry.

```
94
C26H49N3O16, DFT ωB97M-V with the def2-TZVPD basis set
C -8.574 2.725 2.082
C -8.222 1.880 0.910
C -8.478 2.452 -0.463
O -7.212 2.720 -0.931
C -6.293 2.157 -0.171
O -5.070 2.134 -0.369
O -6.842 1.629 0.852
H -8.360 2.002 2.870
H -9.641 2.908 2.211
H -7.985 3.630 2.230
H -8.866 1.025 0.705
H -9.064 3.357 -0.305
H -8.864 1.716 -1.167
C 1.027 0.390 -2.325
C 1.624 -0.604 -1.373
C 3.151 -0.721 -1.522
O 3.664 -0.539 -0.232
C 2.694 -0.062 0.503
O 2.669 0.154 1.677
O 1.606 0.118 -0.187
H 0.000 0.390 -1.959
H 0.948 0.019 -3.347
H 1.593 1.318 -2.404
H 1.202 -1.607 -1.308
H 3.407 0.183 -2.074
H 3.535 -1.563 -2.097
C -0.683 -0.921 -9.400
C 0.438 -2.085 -9.259
C 1.738 -1.626 -8.679
O 1.748 -2.304 -7.479
C 0.743 -3.171 -7.302
O 0.660 -3.986 -6.333
O -0.102 -3.082 -8.368
H -1.686 -1.311 -9.573
H -0.422 -0.261 -10.227
H -0.716 -0.269 -8.528
H 0.465 -2.567 -10.237
H 1.769 -0.537 -8.684
H 2.541 -1.932 -9.350
C -2.551 -2.081 2.739
C -1.602 -2.076 3.959
C -1.731 -0.819 4.775
O -1.818 -1.294 6.113
C -2.182 -2.617 6.082
O -2.187 -3.463 6.942
O -2.243 -3.039 4.839
H -2.737 -3.063 2.304
H -2.087 -1.529 1.922
H -3.426 -1.484 3.001
H -0.544 -2.273 3.787
H -2.554 -0.189 4.439
H -0.728 -0.421 4.626
C -4.975 -2.602 -2.384
N -6.439 -2.781 -2.433
C -7.074 -3.690 -1.526
C -7.118 -2.037 -3.406
O -8.377 -1.926 -3.435
H -4.705 -2.419 -1.344
H -4.620 -1.714 -2.908
H -4.317 -3.377 -2.776
H -6.510 -3.840 -0.605
H -8.053 -3.354 -1.186
H -7.468 -4.520 -2.114
H -6.393 -1.541 -4.069
C 0.402 4.888 5.748
N 1.754 5.393 6.134
C 2.769 4.450 5.737
C 1.915 6.434 6.990
O 2.965 6.695 7.608
H 0.429 4.572 4.705
H -0.307 5.715 5.711
H 0.175 3.947 6.248
H 3.776 4.609 6.121
H 2.607 3.475 6.197
H 2.871 4.115 4.705
H 0.960 6.829 7.369
C 8.332 0.130 -1.898
N 9.181 -0.365 -0.785
C 9.229 0.559 0.383
C 9.954 -1.406 -0.831
O 10.663 -1.861 0.049
H 7.566 0.851 -1.612
H 7.901 -0.732 -2.406
H 8.962 0.577 -2.668
H 8.294 1.108 0.492
H 9.362 -0.138 1.210
H 9.927 1.387 0.261
H 9.796 -1.963 -1.767
C 7.003 -0.624 4.819
O 8.017 -1.005 5.616
H 6.982 0.450 4.637
H 7.032 -1.198 3.893
H 6.086 -0.840 5.368
H 7.701 -1.665 6.238
```

The SMILES is C[C@H]1COC(=O)O1.C[C@H]1COC(=O)O1.C[C@H]1COC(=O)O1.C[C@H]1COC(=O)O1.CN(C)C=O.CN(C)C=O.CN(C)C=O.CO. Its energy relative to the best compared isomer or geometry (same formula, charge and spin) is 0.8644 eV. Its LUMO energy is -0.1 eV.

***

The following is a DFT calculation (ωB97M-V with the def2-TZVPD basis set) of C25H33N3O5 in the gas phase at a distorted geometry.

```
66
C25H33N3O5, DFT ωB97M-V with the def2-TZVPD basis set
C -2.392 -4.973 -0.761
C -1.543 -4.839 0.500
C -0.915 -3.454 0.643
C 0.238 -3.229 -0.343
N 0.700 -1.852 -0.325
C 0.107 -0.874 -1.030
O 0.402 0.311 -0.921
C -1.001 -1.252 -2.024
N -1.930 -0.151 -2.110
C -2.963 -0.102 -1.228
O -3.290 -1.049 -0.533
C -3.691 1.172 -1.214
C -4.803 1.534 -0.496
C -5.067 2.878 -0.833
C -4.101 3.236 -1.724
O -3.266 2.218 -1.962
C 1.683 -1.511 0.709
C 0.958 -0.991 1.974
O 0.916 -1.657 2.990
N 0.393 0.208 1.816
C -0.445 0.844 2.807
C -1.872 1.018 2.266
C -1.821 2.365 1.553
C -1.011 3.227 2.521
C 0.054 2.277 3.090
C 2.762 -0.583 0.199
C 3.351 0.363 1.031
C 4.364 1.175 0.567
C 4.821 1.061 -0.746
O 5.818 1.916 -1.107
C 6.318 1.850 -2.420
C 4.252 0.102 -1.575
C 3.240 -0.712 -1.096
H -2.914 -5.927 -0.765
H -1.781 -4.925 -1.660
H -3.132 -4.177 -0.799
H -0.760 -5.601 0.504
H -2.181 -5.015 1.367
H -0.531 -3.330 1.657
H -1.687 -2.697 0.488
H 1.081 -3.870 -0.069
H -0.053 -3.496 -1.359
H -1.581 -2.112 -1.695
H -0.562 -1.441 -3.008
H -1.567 0.724 -2.461
H -5.345 0.905 0.180
H -5.862 3.492 -0.463
H -3.911 4.157 -2.240
H 2.160 -2.452 1.009
H 0.470 0.659 0.910
H -0.413 0.204 3.692
H -2.164 0.196 1.613
H -2.576 1.064 3.097
H -2.811 2.776 1.357
H -1.293 2.265 0.603
H -0.568 4.094 2.034
H -1.662 3.583 3.320
H 0.202 2.440 4.156
H 1.012 2.428 2.593
H 3.022 0.460 2.054
H 4.822 1.912 1.207
H 5.537 2.058 -3.159
H 6.767 0.874 -2.631
H 7.086 2.619 -2.482
H 4.587 -0.027 -2.592
H 2.814 -1.456 -1.754
```

The SMILES is CCCCN(C(=O)CNC(=O)c1ccco1)[C@H](C(=O)NC1CCCC1)c1ccc(OC)cc1. Its energy relative to the best compared isomer or geometry (same formula, charge and spin) is 0.1036 eV. Its LUMO energy is 0.7 eV.

***

The following is a DFT calculation (ωB97M-V with the def2-TZVPD basis set) of 7 unconnected molecules or ions with the total composition CH16NO7 at a distorted geometry.

```
25
CH16NO7, DFT ωB97M-V with the def2-TZVPD basis set
N 1.646 0.054 -0.205
C 0.275 0.266 -0.579
O -0.686 -0.062 0.449
H 1.919 -0.907 -0.116
H 1.850 0.527 0.666
H 0.038 1.311 -0.741
H 0.092 -0.290 -1.512
H -2.165 -0.853 -2.386
H -2.424 -0.880 -0.792
O -2.663 -1.228 -1.663
H -0.049 1.789 2.549
H -0.977 0.828 1.780
O -0.959 1.458 2.559
H -1.929 2.081 0.787
H -3.356 2.469 0.827
O -2.574 2.618 0.289
H 2.675 2.209 -1.149
H 2.185 2.447 -2.478
O 2.705 2.904 -1.825
H 0.348 -3.455 -0.525
H 1.699 -4.169 -0.075
O 0.994 -4.149 -0.751
H -0.002 -1.173 1.060
H 0.751 -1.803 2.387
O 0.606 -1.993 1.444
```

Its charge is -1. Its LUMO energy is 3.5 eV.

***

The following is a DFT calculation (ωB97M-V with the def2-TZVPD basis set) of a molecular structure, C10H22NO5PZn at a distorted geometry.

```
40
C10H22NO5PZn, DFT ωB97M-V with the def2-TZVPD basis set
C -3.496 0.277 -2.233
C -3.452 0.843 -0.762
C -2.154 1.680 -0.563
C -1.551 1.638 0.878
C -1.259 0.162 1.292
C -0.255 0.057 2.486
C 1.113 -0.574 2.087
C 2.266 0.431 1.973
C 2.279 1.219 0.604
O 3.156 0.592 -0.341
C 2.639 0.473 -1.573
O 1.917 1.198 -2.107
O 3.131 -0.656 -2.293
P 2.212 -1.965 -2.157
N 2.264 -2.796 -3.521
O 2.697 -2.868 -0.919
O 0.651 -1.567 -1.900
H -2.498 -0.085 -2.523
H -3.873 1.071 -2.893
H -4.196 -0.576 -2.203
H -4.333 1.468 -0.541
H -3.519 -0.040 -0.100
H -1.384 1.354 -1.288
H -2.398 2.735 -0.786
H -0.635 2.259 0.864
H -2.257 2.129 1.571
H -0.936 -0.381 0.382
H -2.220 -0.267 1.620
H -0.132 1.000 3.047
H -0.706 -0.646 3.217
H 1.024 -1.196 1.174
H 1.420 -1.348 2.937
H 2.270 1.168 2.790
H 3.219 -0.137 2.001
H 2.693 2.214 0.839
H 1.236 1.321 0.263
H 1.302 -2.839 -3.888
H 1.969 -3.482 -0.702
H 0.625 -1.159 -1.013
Zn 1.170 -2.706 4.280
```

Its charge is +2. Its LUMO energy is -13.4 eV.

***

The following is a DFT calculation (ωB97M-V with the def2-TZVPD basis set) of a molecular structure, C22H38BF8N3O12PSi at a distorted geometry.

```
86
C22H38BF8N3O12PSi, DFT ωB97M-V with the def2-TZVPD basis set
C -1.466 -2.593 1.841
P -0.602 -0.959 2.244
O -1.897 0.151 2.757
C 0.342 -0.155 0.699
B 0.671 1.204 1.653
N 0.826 2.628 1.220
O 0.969 1.070 3.131
C -0.694 0.276 -0.546
N -0.615 1.544 -1.289
C -2.301 0.102 -0.400
C -3.134 1.443 0.154
O -3.993 2.058 -0.868
Si -5.041 3.167 0.048
C -6.413 2.232 1.075
C -6.022 4.401 -1.118
C -4.081 4.280 1.297
C -0.050 -0.831 -1.651
O -0.874 -1.924 -1.179
C -0.618 -0.813 -3.187
C -1.875 -1.798 -3.537
O -2.245 -1.538 -4.962
C -3.056 -2.662 -5.473
O -3.813 -2.465 -6.558
C 1.612 -0.784 -1.342
C 2.100 -1.999 -2.295
C 3.438 -2.843 -2.085
O 3.310 -4.207 -2.063
O 4.836 -2.456 -1.855
C 2.357 0.498 -2.009
F 1.750 0.979 -3.320
F 2.257 1.799 -1.238
C 3.910 0.513 -2.431
F 4.289 -0.221 -3.696
F 4.950 0.486 -1.391
F 4.081 1.943 -2.948
N 1.601 -0.958 0.219
C 1.657 -2.441 0.643
C 2.957 -0.557 0.767
C 3.351 -0.900 2.300
O 3.925 0.332 2.945
C 4.421 -2.084 2.586
F 3.663 -3.303 3.058
F 5.211 -1.659 3.804
F 5.423 -2.363 1.546
H -2.619 -2.507 1.546
H -1.473 -3.237 2.848
H -0.964 -3.278 1.038
H -2.280 -0.291 3.590
H 1.857 2.869 1.332
H 0.268 3.291 1.805
H 1.501 1.856 3.447
H -0.742 2.429 -0.765
H -1.414 1.601 -1.991
H -2.741 -0.045 -1.500
H -2.710 -0.774 0.233
H -2.369 2.171 0.665
H -3.868 1.087 1.026
H -6.599 1.165 0.628
H -5.951 2.113 2.170
H -7.394 2.871 1.220
H -7.067 4.573 -0.575
H -5.432 5.411 -1.178
H -6.121 3.848 -2.151
H -3.302 3.662 1.949
H -4.793 4.812 2.060
H -3.476 5.135 0.737
H -0.597 -2.842 -1.377
H -0.963 0.262 -3.578
H 0.186 -1.106 -4.023
H -2.826 -1.699 -2.883
H -1.513 -2.935 -3.527
H -3.072 -3.709 -4.929
H 2.193 -1.532 -3.395
H 1.217 -2.786 -2.476
H 5.269 -2.466 -2.764
H 1.014 -3.159 -0.012
H 1.401 -2.683 1.745
H 2.746 -2.922 0.535
H 3.290 0.551 0.611
H 3.756 -1.134 0.086
H 2.392 -1.132 2.975
H 4.749 0.558 2.419
C 5.796 0.366 6.450
O 4.905 0.877 5.790
O 6.955 0.789 6.531
O 5.677 -0.653 7.140
```

Its energy relative to the best compared isomer or geometry (same formula, charge and spin) is 8.5965 eV. Its charge is -1. Its LUMO energy is 0.3 eV.

***

The following is a DFT calculation (ωB97M-V with the def2-TZVPD basis set) of a molecular structure, C25H24N6O2SSn.

```
59
C25H24N6O2SSn, DFT ωB97M-V with the def2-TZVPD basis set
Sn -1.199 -2.251 -0.363
C 0.429 -4.011 5.631
C -0.678 -4.588 4.761
N -1.393 -3.540 4.011
C -1.013 -2.986 2.880
S -1.847 -1.678 2.191
N 0.167 -3.520 2.362
N 0.473 -3.080 1.172
C 1.708 -3.325 0.757
C 2.757 -3.938 1.605
C 2.009 -2.882 -0.611
C 3.258 -3.050 -1.189
C 3.474 -2.563 -2.471
C 2.442 -1.923 -3.132
C 1.216 -1.799 -2.487
N 1.013 -2.266 -1.265
H 0.910 -4.815 6.185
H 0.034 -3.293 6.349
H 1.180 -3.513 5.017
H -1.430 -5.087 5.368
H -0.286 -5.312 4.052
H -2.229 -3.154 4.428
H 2.355 -4.278 2.551
H 3.543 -3.202 1.796
H 3.218 -4.777 1.080
H 4.052 -3.546 -0.649
H 4.440 -2.683 -2.941
H 2.573 -1.525 -4.128
H 0.377 -1.306 -2.966
O 1.185 -0.134 0.741
C 0.308 0.475 0.180
N 0.199 1.855 0.085
C -0.833 2.232 -0.856
C -1.552 0.848 -1.058
O -2.596 0.708 -1.646
N -0.788 -0.101 -0.468
C -0.292 2.801 -2.171
C -0.503 2.203 -3.408
C 0.046 2.773 -4.548
C 0.791 3.943 -4.462
C 0.987 4.553 -3.232
C 0.441 3.989 -2.090
C -1.814 3.227 -0.334
C -2.889 3.616 -1.222
C -3.812 4.547 -0.825
C -3.704 5.097 0.451
C -2.654 4.706 1.343
C -1.725 3.785 0.958
H 1.053 2.389 0.153
H -1.112 1.312 -3.493
H -0.118 2.308 -5.511
H 1.210 4.384 -5.357
H 1.557 5.469 -3.160
H 0.595 4.470 -1.129
H -2.955 3.140 -2.190
H -4.616 4.837 -1.485
H -4.427 5.828 0.792
H -2.610 5.151 2.328
H -0.930 3.477 1.621
```

Its charge is +2. Its LUMO energy (spin up / spin down) is -8.2 / -9.4 eV.